43
Properties=species:S:1:pos:R:3:forces:R:3:mulliken_charge:R:1 method="wB97M-V/def2-TZVPD" smiles="CCCC[C@H](CCC(=O)Nc1cc([N+](=O)[O-])ccc1O)C(=O)O" homo_lumo_gap_ev=8.48 largest_force_ev_per_a=1.372 multiplicity=1 relative_energy_kcal_mol=61.30
O 0.7717 3.2639 -0.8681 -0.5 0.1 0.1 -0.70
O 4.9515 -0.9271 -2.7571 0.0 -0.2 -0.1 -0.63
O -1.6433 1.9381 1.4743 -0.4 0.5 0.3 -0.54
O 6.2519 0.6588 -2.1116 0.2 0.0 0.0 -0.64
O -1.2946 2.0029 -1.7103 -0.1 0.3 0.1 -0.71
O -0.1011 0.4906 0.7806 0.1 -0.1 0.2 -0.49
N 5.1506 0.1792 -2.2910 0.5 -0.3 -0.2 1.02
N 0.3856 0.4865 -1.9967 0.0 -0.4 -0.3 0.14
C -3.1004 -0.7100 1.6603 0.1 0.2 0.2 -1.36
C -0.5846 -3.1210 3.4182 0.0 0.0 -0.2 -1.50
C -2.1563 -1.2812 2.7213 -0.1 -0.2 -0.3 -0.63
C 1.6045 1.1665 -1.7864 0.4 0.4 0.1 0.55
C -2.4399 -0.0303 0.4412 -0.1 -0.1 0.0 0.55
C -1.2453 -2.4096 2.2429 0.0 0.1 0.3 0.13
C 2.7403 0.4421 -2.1136 0.3 0.1 0.0 -0.18
C -0.9063 0.8570 -1.9025 0.1 -0.4 -0.5 0.50
C -2.0139 -1.0008 -0.6655 0.0 0.2 0.0 -0.57
C -1.2593 0.8009 0.9029 0.1 -0.1 -0.2 0.04
C 1.7600 2.4654 -1.2494 0.3 -0.3 -0.1 0.41
C -1.8852 -0.2885 -2.0222 -0.1 0.0 0.2 -1.23
C 3.0599 2.9669 -1.0753 -0.3 -0.1 -0.1 -0.66
C 4.1776 2.2439 -1.4056 0.1 -0.3 -0.1 -0.53
C 4.0126 0.9665 -1.9340 -1.1 0.7 0.4 -0.59
H -1.5411 -0.4790 3.1346 0.0 0.0 0.1 0.26
H 0.0028 -2.4184 4.0050 0.1 0.0 0.1 0.34
H -1.8285 -3.1304 1.6654 0.0 0.0 -0.1 0.26
H -1.5636 -0.9988 -2.7851 0.0 0.0 0.0 0.41
H -3.7285 0.0359 2.1516 -0.1 0.0 0.0 0.38
H 0.0770 -3.9081 3.0647 0.1 -0.1 0.1 0.39
H -1.0577 -1.4530 -0.4017 -0.1 -0.1 0.0 0.22
H -0.1166 2.9058 -1.1602 0.3 0.0 0.0 0.39
H -0.4655 -2.0010 1.6002 0.0 0.0 -0.1 0.06
H 5.1708 2.6392 -1.2651 0.0 0.0 0.0 0.48
H -0.8756 2.4743 1.7315 0.1 -0.3 -0.1 0.44
H -2.7801 -1.6607 3.5353 0.0 0.1 0.1 0.53
H -3.1717 0.6719 0.0291 0.1 0.0 0.0 0.64
H -3.7544 -1.5046 1.2947 -0.1 0.0 0.0 0.41
H -1.3339 -3.5682 4.0682 0.0 -0.1 0.1 0.37
H 2.6555 -0.5582 -2.5143 0.0 0.0 0.0 0.51
H 3.1427 3.9577 -0.6581 0.0 0.1 0.0 0.44
H -2.7555 -1.7945 -0.7603 0.0 0.0 0.0 0.53
H 0.5402 -0.4970 -2.1774 -0.2 0.2 0.1 0.18
H -2.8522 0.1266 -2.3104 0.1 0.0 -0.1 0.38